ORCA calculation (ωB97M-V/def2-TZVPD) on a structure of composition C20H41N2O2ReS5SbSi2.

Properties
2S+1 = 1
Charge = +3
Largest force on an atom = 0.470 eV Å⁻¹
HOMO energy = -15.06 eV

CARTESIAN COORDINATES (ANGSTROEM)
1 Re -0.464 -0.712 -0.012
2 C -3.346 0.255 3.087
3 Si -3.335 0.945 1.362
4 C -4.540 0.046 0.277
5 C -3.720 2.767 1.215
6 C -1.513 0.663 0.795
7 C -0.428 1.419 1.486
8 C -0.441 2.442 2.418
9 C 0.783 2.940 2.865
10 C 1.965 2.420 2.365
11 C 1.906 1.366 1.458
12 N 0.739 0.882 1.050
13 Si -0.991 3.735 -1.478
14 C 0.804 3.451 -1.510
15 C -1.601 5.231 -0.659
16 C -2.069 2.523 -2.281
17 H -4.373 0.207 3.459
18 H -2.770 0.844 3.804
19 H -2.949 -0.762 3.086
20 H -5.546 0.417 0.493
21 H -4.551 -1.031 0.451
22 H -4.336 0.245 -0.779
23 H -4.500 3.023 1.937
24 H -4.133 2.975 0.224
25 H -2.890 3.452 1.395
26 H -1.373 2.829 2.805
27 H 0.808 3.729 3.606
28 H 2.925 2.805 2.679
29 H 2.806 0.916 1.062
30 H 1.312 3.997 -0.713
31 H 1.216 3.805 -2.463
32 H 1.018 2.383 -1.431
33 H -1.107 5.369 0.306
34 H -2.682 5.232 -0.524
35 H -1.337 6.102 -1.273
36 H -1.781 1.511 -1.979
37 H -1.957 2.582 -3.371
38 H -3.124 2.678 -2.052
39 S -4.925 -0.711 -5.077
40 Sb -5.005 -1.893 -3.040
41 S -2.554 -1.410 -2.730
42 S -2.147 -1.869 -0.765
43 S -5.568 0.393 -3.373
44 C 1.163 0.038 -3.985
45 C 0.670 -0.721 -2.800
46 N 0.697 -2.035 -2.839
47 O 0.228 -0.051 -1.809
48 H 1.988 -0.475 -4.474
49 H 1.472 1.036 -3.686
50 H 0.344 0.128 -4.704
51 H 0.990 -2.508 -3.681
52 H 0.356 -2.599 -2.074
53 C 5.585 -1.735 0.077
54 C 4.495 -2.313 -0.819
55 C 3.449 -3.111 -0.040
56 S 2.469 -2.010 1.001
57 O 1.049 -2.035 0.282
58 C 2.200 -2.919 2.531
59 C 1.259 -4.122 2.467
60 C 1.848 -5.384 1.845
61 H 6.290 -1.143 -0.503
62 H 6.148 -2.529 0.568
63 H 5.177 -1.083 0.856
64 H 4.939 -2.985 -1.554
65 H 3.995 -1.514 -1.377
66 H 3.914 -3.847 0.617
67 H 2.724 -3.608 -0.684
68 H 1.822 -2.156 3.215
69 H 3.212 -3.183 2.853
70 H 0.339 -3.836 1.955
71 H 0.986 -4.327 3.504
72 H 1.988 -5.299 0.767
73 H 1.175 -6.224 2.013
74 H 2.804 -5.644 2.303